Entry 1:
36
Properties=species:S:1:pos:R:3:forces:R:3:mulliken_charge:R:1 method="wB97M-V/def2-TZVPD" mol_weight_da=263.3 relative_energy_kcal_mol=102.8 smiles="CCOCc1cccc2c1C(=O)C=C(N)C2=O.CO" lumo_energy_ev=-0.86
C 4.595 -1.441 1.376 -0.7 0.0 -0.8 -1.07
C 3.992 -0.322 0.435 0.5 0.2 0.4 -0.18
O 3.034 -0.860 -0.504 -0.1 0.4 1.3 -0.42
C 1.794 -1.122 0.142 -1.0 0.0 -0.6 -0.56
C 0.849 0.127 0.233 -0.7 1.0 0.5 0.83
C 1.247 1.476 -0.215 -2.7 -0.6 1.1 -0.57
C 0.274 2.565 -0.072 -0.1 -1.3 0.2 -0.43
C -1.064 2.389 0.492 1.5 -1.8 -0.2 -0.85
C -1.431 1.052 0.917 1.0 -0.6 -0.5 1.05
C -0.491 -0.089 0.795 0.2 1.9 -0.6 -0.13
C -1.010 -1.498 1.253 -1.1 0.9 -0.3 0.15
O -0.313 -2.311 1.811 -0.2 0.3 -0.5 -0.54
C -2.525 -1.742 0.954 0.9 1.4 0.3 -0.92
C -3.392 -0.692 1.068 0.3 -1.1 -0.6 0.79
N -4.806 -0.898 0.749 1.9 0.5 -0.6 -0.65
C -2.848 0.719 1.494 0.7 -0.6 -0.6 -0.03
O -3.448 1.461 2.226 0.0 -0.2 -0.6 -0.51
H 4.881 -2.290 0.696 0.1 0.8 0.8 0.28
H 3.821 -1.864 2.073 0.8 0.6 -0.5 0.26
H 5.458 -1.042 1.963 -0.7 -0.4 -0.5 0.37
H 4.794 0.152 -0.197 -0.7 -0.6 0.6 0.33
H 3.529 0.515 1.039 0.4 -0.9 -0.5 0.26
H 1.887 -1.585 1.157 0.1 0.5 -0.9 0.26
H 1.252 -1.874 -0.502 0.6 0.7 0.6 0.28
H 2.246 1.654 -0.675 -1.0 -0.2 0.5 0.42
H 0.569 3.576 -0.438 -0.3 -0.9 0.4 0.35
H -1.787 3.239 0.558 0.8 -0.9 0.0 0.40
H -2.846 -2.756 0.625 0.3 0.8 0.5 0.25
H -4.817 -1.842 0.339 -0.3 0.4 0.4 0.30
H -4.952 -0.291 -0.073 -0.5 -0.1 0.7 0.28
C -1.537 1.091 -3.598 0.0 -0.1 0.4 -0.57
O -0.769 0.187 -2.818 0.0 -0.1 0.0 -0.45
H -1.309 0.924 -4.650 0.0 -0.1 0.1 0.23
H -2.604 0.917 -3.429 -0.1 0.2 -0.2 0.24
H -1.283 2.121 -3.333 -0.1 0.1 -0.1 0.25
H -0.987 0.353 -1.892 0.2 0.0 -0.1 0.30


Entry 2:
24
Properties=species:S:1:pos:R:3:forces:R:3:mulliken_charge:R:1 method="wB97M-V/def2-TZVPD" mol_weight_da=129.2 relative_energy_kcal_mol=108.9 lumo_energy_ev=0.41
C 2.471 -0.916 -0.172 0.2 -0.5 0.0 -0.80
C 0.864 1.986 -0.119 0.1 -0.2 -0.1 -1.78
C 0.293 0.631 0.257 -1.1 0.5 0.7 1.39
C 0.278 0.301 1.598 0.1 0.1 -0.8 -1.19
O 1.269 -0.578 -0.789 0.0 0.2 0.1 -0.52
H 2.469 -0.812 0.926 -0.5 0.0 0.1 0.33
H 3.331 -0.299 -0.478 -0.2 0.0 -0.4 0.22
H 2.721 -1.961 -0.394 0.1 0.0 0.0 0.29
H 1.841 2.123 0.345 -0.1 0.0 0.1 0.41
H 0.208 2.800 0.202 0.0 -0.1 0.0 0.35
H 0.999 2.069 -1.198 0.0 -0.1 0.0 0.41
H -0.023 -0.685 1.933 -0.2 0.0 0.1 0.26
H 0.789 0.926 2.320 0.1 -0.1 -0.1 0.26
C -2.297 0.682 -0.029 0.0 -0.2 0.0 -1.43
N -1.405 -2.099 -0.175 0.9 0.5 -0.1 -0.27
C -0.824 -1.181 -0.945 -0.1 -0.6 0.4 -0.25
C -0.969 0.252 -0.655 0.5 0.3 0.2 -0.12
H -1.706 -1.828 0.753 0.0 0.0 -0.1 0.23
H -1.150 -3.072 -0.283 -0.1 0.1 -0.1 0.27
H -0.443 -1.526 -1.894 0.0 0.0 0.1 0.37
H -0.830 0.772 -1.604 0.1 0.0 0.0 0.47
H -3.147 0.409 -0.661 0.0 0.0 0.0 0.37
H -2.304 1.764 0.103 0.1 -0.1 0.0 0.39
H -2.435 0.242 0.960 0.0 0.1 0.0 0.31


Entry 3:
10
Properties=species:S:1:pos:R:3:forces:R:3:mulliken_charge:R:1 method="wB97M-V/def2-TZVPD" mol_weight_da=69.1 relative_energy_kcal_mol=149.3 charge=+1 lumo_energy_ev=-7.30
C 0.249 -1.236 1.278 1.3 -1.3 0.8 -0.25
C 0.689 -0.786 -0.041 -0.4 0.1 -0.8 -0.01
C -1.233 0.563 1.735 0.1 -0.6 0.6 0.14
N -0.704 -0.490 1.712 -1.0 1.1 -0.2 0.09
N 0.072 0.404 -0.487 0.2 0.6 -0.5 -0.52
H 1.783 -0.751 -0.085 -0.1 -0.1 0.1 0.41
H 0.433 -1.710 -0.612 0.1 0.0 0.0 0.29
H -1.825 1.288 2.245 -0.3 0.4 0.2 0.36
H 0.594 0.937 -1.171 -0.1 -0.1 0.1 0.23
H -0.915 0.365 -0.714 0.3 -0.2 -0.3 0.25


Entry 4:
13
Properties=species:S:1:pos:R:3:forces:R:3:lowdin_spin:R:1 method="wB97M-V/def2-TZVPD" mol_weight_da=137.0 relative_energy_kcal_mol=9.0 charge=+2 s2=0.752 multiplicity=2 lumo_energy_ev="-9.94 / -9.91"
C -1.289 -0.560 -0.816 0.0 -0.1 2.3 0.00
C -0.538 -0.788 0.459 -1.1 2.1 -0.4 0.01
C 0.767 -0.436 0.719 1.9 0.4 -0.6 0.01
C 1.415 0.672 0.114 -3.1 -2.4 -0.4 -0.01
O 2.619 0.947 0.317 3.4 2.2 -0.1 0.01
O -2.543 -0.130 -0.637 0.4 -0.3 -0.1 0.00
Li -3.813 0.485 0.342 0.0 -0.2 -0.4 0.00
Sc 4.164 2.314 -0.129 -1.1 -1.2 0.5 0.96
H -0.704 -0.017 -1.584 0.0 -0.6 -0.1 0.00
H -1.172 -1.033 1.318 0.2 -1.0 -0.5 0.00
H 1.365 -1.039 1.407 -0.2 0.4 0.2 0.00
H 0.832 1.322 -0.559 0.1 -0.2 0.3 0.00
H -1.102 -1.737 -0.951 -0.4 0.8 -0.6 0.00


Entry 5:
67
Properties=species:S:1:pos:R:3:forces:R:3:mulliken_charge:R:1 method="wB97M-V/def2-TZVPD" mol_weight_da=498.4 relative_energy_kcal_mol=43.3 charge=-1 lumo_energy_ev=2.23
Br -1.755 -0.705 -0.092 0.5 -0.1 -0.1 -0.80
C -3.601 -0.099 -3.604 -0.6 0.3 1.7 0.59
O -4.206 0.364 -2.639 0.5 -0.3 -0.8 -0.61
N -3.949 0.229 -4.868 0.1 0.1 -1.0 -0.41
N -2.594 -1.016 -3.506 0.4 -0.4 0.9 -0.29
H -3.475 -0.221 -5.626 -0.2 0.2 -0.3 0.16
H -4.581 0.996 -4.999 0.0 -0.1 -0.1 0.22
H -2.253 -1.196 -2.555 -0.3 0.2 -0.2 0.12
H -1.893 -1.132 -4.213 -0.1 0.1 -0.3 0.19
C 0.877 -3.001 -3.211 -1.8 -0.6 1.6 0.71
O 0.699 -4.161 -2.816 0.7 0.5 -0.5 -0.79
N 1.179 -2.707 -4.505 0.4 -0.5 -0.7 -0.42
N 0.601 -1.922 -2.436 0.7 0.8 -0.7 0.03
H 1.237 -3.484 -5.139 0.1 0.0 0.1 0.21
H 1.335 -1.791 -4.871 0.0 0.2 0.2 0.16
H 0.248 -1.856 -1.484 -0.1 -0.5 -0.2 -0.03
H 0.739 -1.039 -2.893 -0.2 0.3 0.3 0.00
C 2.025 -2.025 2.097 0.1 -0.3 1.0 0.58
O 2.384 -0.850 2.190 0.1 -0.6 -0.6 -0.61
N 0.776 -2.402 1.747 0.6 1.6 0.1 -0.09
N 2.846 -3.086 2.441 0.5 -0.1 -0.2 -0.44
H 0.463 -3.347 1.675 -0.2 -0.1 -0.3 0.18
H 0.227 -1.586 1.482 -0.7 -0.7 -0.1 0.01
H 2.486 -3.959 2.772 -0.3 0.0 -0.2 0.16
H 3.829 -2.950 2.586 -0.1 0.4 0.1 0.21
C -1.670 -5.259 -0.015 -0.6 0.5 0.6 0.56
O -2.647 -5.191 0.737 0.6 -0.7 -0.8 -0.68
N -1.249 -6.417 -0.632 -0.9 -0.4 0.3 -0.39
N -0.917 -4.178 -0.299 0.5 0.4 0.3 -0.09
H -0.323 -6.589 -0.962 0.1 0.2 -0.2 0.19
H -1.941 -7.145 -0.646 0.3 -0.2 0.1 0.21
H -0.277 -4.190 -1.084 -0.1 0.0 -0.1 0.16
H -1.286 -3.292 0.032 0.0 0.1 -0.2 0.05
C 2.971 0.781 -0.985 0.7 1.1 -0.8 -1.18
C 2.087 2.038 -0.737 -0.3 -1.7 2.2 0.31
C 1.243 2.454 -1.906 0.8 1.4 -0.1 -0.60
O 0.736 3.747 -1.605 -0.2 0.3 0.1 -0.32
C -0.138 4.241 -2.586 -0.4 -0.4 -0.3 -0.67
N 1.217 1.752 0.471 0.6 0.3 -1.2 -0.29
H 3.989 1.112 -1.234 -0.1 0.0 -0.3 0.37
H 2.623 0.176 -1.824 -0.1 -0.2 0.2 0.21
H 3.116 0.203 -0.078 -0.5 -0.2 0.0 0.31
H 2.750 2.829 -0.384 -0.1 0.4 -0.5 0.37
H 0.433 1.758 -2.147 0.0 -0.2 0.2 0.31
H 1.911 2.587 -2.772 -0.1 -0.4 -0.2 0.32
H -0.695 3.386 -2.982 -0.3 0.3 -0.3 0.25
H 0.332 4.785 -3.417 0.5 -0.3 0.0 0.25
H -0.850 4.963 -2.183 0.1 -0.2 0.5 0.25
H 0.685 0.922 0.212 -0.4 0.0 0.3 -0.02
H 1.894 1.404 1.141 -0.2 -0.1 0.4 0.10
C -2.146 2.981 4.889 -0.4 -0.1 0.2 -1.40
C -1.382 2.529 3.641 -0.6 0.8 0.2 0.53
C 0.112 2.411 3.897 -1.1 -1.2 0.2 0.05
O 0.668 3.677 4.139 0.3 -0.2 0.5 -0.35
C 2.078 3.629 4.263 -0.3 0.0 -0.2 -0.64
N -1.961 1.283 3.152 0.1 -0.1 -0.5 -0.72
H -3.227 2.885 4.741 0.0 0.4 -0.4 0.38
H -1.891 4.012 5.134 -0.1 0.0 0.1 0.31
H -2.014 2.366 5.785 0.6 -0.1 -0.2 0.31
H -1.526 3.325 2.897 0.2 0.1 0.0 0.24
H 0.501 1.834 3.051 0.6 0.6 -0.1 -0.20
H 0.217 1.759 4.776 0.3 0.0 0.1 0.28
H 2.431 3.352 3.267 0.7 0.4 0.1 0.18
H 2.504 2.923 4.989 -0.6 -0.4 0.0 0.31
H 2.403 4.590 4.660 0.1 0.3 -0.7 0.26
H -2.888 1.507 2.798 -0.2 -0.1 0.4 0.30
H -1.520 1.010 2.272 0.3 -0.2 0.2 0.12


Entry 6:
18
Properties=species:S:1:pos:R:3:forces:R:3:mulliken_charge:R:1 method="wB97M-V/def2-TZVPD" mol_weight_da=97.2 relative_energy_kcal_mol=65.5 smiles="C=CC/C(C)=C/N" lumo_energy_ev=0.97
C -2.056 1.748 0.578 0.6 0.0 0.0 -0.68
C -1.841 0.494 1.022 1.1 1.1 -1.2 -0.12
C -0.964 -0.645 0.483 -2.8 -0.7 -2.5 -0.98
C 0.334 -0.463 -0.215 -0.1 1.0 -0.6 0.48
C 0.389 -0.256 -1.731 -2.5 -3.8 -0.7 -1.44
C 1.393 -0.526 0.555 3.2 -0.9 2.2 -0.04
N 2.761 -0.240 0.295 0.8 0.0 0.9 -0.43
H -2.388 2.558 1.258 -0.5 -0.9 -0.5 0.22
H -1.798 2.131 -0.422 0.4 -0.5 0.5 0.25
H -2.305 0.234 1.933 -0.2 -0.1 1.3 0.31
H -1.075 -1.473 1.156 0.8 -0.2 0.9 0.51
H -1.504 -1.109 -0.365 -0.8 0.2 0.2 0.32
H -0.595 -0.087 -2.280 1.0 0.9 1.2 0.33
H 1.175 0.335 -2.082 1.1 1.1 -0.6 0.40
H 0.484 -1.339 -2.241 0.6 1.9 1.2 0.27
H 1.346 -1.047 1.575 -0.5 1.4 -1.3 0.22
H 3.205 -0.206 -0.613 -0.5 0.0 0.2 0.16
H 3.437 -0.108 1.093 -1.6 -0.5 -1.5 0.19


Q: Which strongest force on any atom values were calculated for the entries above? A: 3.0; 1.4; 2.0; 4.0; 2.8; 4.6, in eV Å⁻¹.